The following is a quantum chemistry calculation of a cluster of 5 separate species, C24H35BrN4O5 in total in a non-equilibrium geometry, from the Open Molecules 2025 dataset.

Each line ends with the natural charge from an NBO analysis.
Atoms and positions in Å:
O1 -6.695 -2.882 2.824  -0.495
H1 1.810 0.561 0.030  0.250
C1 -7.242 -2.639 1.531  0.743
C2 -0.401 4.430 2.529  -0.378
C3 3.118 -6.156 -1.689  -0.613
C4 1.785 0.230 -1.013  -0.512
N1 -1.732 2.987 -0.366  -0.330
H2 0.416 4.590 3.240  0.212
C5 -5.508 -2.036 2.829  0.767
H3 0.896 4.299 0.802  0.245
N2 -0.530 -4.978 -1.373  -0.347
H4 3.134 4.898 -2.811  0.206
C6 2.578 -1.067 -1.168  -0.378
H5 -4.806 0.709 0.523  0.244
H6 3.545 -5.501 -2.454  0.201
C7 4.521 3.035 -0.267  0.297
H7 -3.519 -0.053 3.323  0.243
H8 -0.275 6.420 1.671  0.202
H9 2.547 -1.407 -2.208  0.205
H10 2.676 -5.531 -0.908  0.214
H11 2.269 1.014 -1.604  0.240
H12 3.192 5.374 -1.104  0.210
H13 -1.461 0.665 1.453  0.237
C8 0.120 -5.595 -2.093  0.301
H14 -1.877 5.674 1.524  0.214
O2 -1.248 -1.653 2.872  -0.560
H15 2.596 -7.755 -3.011  0.209
H16 -1.766 -2.888 0.494  0.514
H17 0.321 -7.118 -3.515  0.253
H18 2.102 -1.870 0.791  0.212
H19 -3.282 1.634 2.609  0.216
H20 -1.153 3.820 3.039  0.208
H21 3.819 6.461 -2.345  0.221
C9 2.089 -7.104 -2.293  -0.379
C10 5.116 4.786 -1.932  -0.380
H22 4.490 2.758 -2.355  0.243
C11 -1.006 5.783 2.176  -0.612
O3 -2.493 -2.578 1.093  -0.745
H23 0.669 2.782 1.659  0.255
H24 3.934 -6.725 -1.237  0.219
C12 3.732 5.412 -2.053  -0.612
C13 -1.971 -1.498 1.864  0.807
C14 -0.904 3.292 0.374  0.284
H25 3.627 -0.868 -0.929  0.207
C15 -6.864 -1.195 0.978  -0.139
C16 -5.010 0.569 1.651  -0.443
C17 2.075 -2.180 -0.257  -0.614
H26 -2.727 -0.038 0.306  0.243
C18 0.397 0.089 -1.459  0.286
C19 -2.390 -0.013 1.395  -0.518
H27 -5.655 1.455 1.973  0.245
O4 -4.532 -2.351 3.519  -0.486
C20 0.151 3.683 1.315  -0.516
Br1 -7.740 -0.217 -0.478  0.149
H28 2.705 -3.066 -0.364  0.212
N3 4.084 2.832 0.779  -0.346
H29 -1.334 6.297 3.083  0.217
C21 5.074 3.293 -1.600  -0.515
H30 1.357 -5.726 -3.793  0.244
H31 1.051 -2.469 -0.505  0.218
H32 1.687 -7.749 -1.505  0.213
H33 5.692 5.325 -1.174  0.212
O5 -7.916 -3.366 0.781  -0.511
H34 6.091 2.892 -1.644  0.254
N4 -0.695 -0.023 -1.803  -0.327
C22 -5.769 -0.842 1.821  -0.101
H35 5.641 4.916 -2.884  0.211
C23 -3.560 0.549 2.357  -0.411
C24 0.952 -6.378 -3.012  -0.513

- multiplicity = 1
- SMILES = O=C(O)CCCC1=C(Br)C(=O)OC1=O.CCCC#N.CCCC#N.CCCC#N.CCCC#N
- HOMO-LUMO gap (eV) = 9.23
- E_HOMO (eV) = -9.8